No. 1
Entry from OMol25: an isolated molecule of CH3NO2S at a distorted geometry (the ωB97M-V functional and the def2-TZVPD basis).

Results
- HOMO: -9.40 eV
- 2S+1: 1
- SMILES: NC(=O)SO
- Charge: 0
- Total energy: -17505.135 eV

The geometry in XYZ format:
```
8
Properties=species:S:1:pos:R:3:forces:R:3
C 0.26514 -0.05754 -0.27888 0.7 -0.7 1.3
N 0.93131 -1.24336 -0.44914 -0.2 0.2 -0.1
O 0.69691 1.01837 -0.51651 0.1 0.9 -0.7
O -1.68188 1.44844 0.31418 -1.4 -0.7 -0.2
S -1.37369 -0.14754 0.73480 1.5 2.1 -1.3
H 1.95490 -1.31987 -0.67128 -1.8 0.4 0.5
H 0.46664 -1.91036 0.13120 0.6 -1.1 -0.1
H -1.25932 2.21186 0.73564 0.5 -1.0 0.5
```
Forces are in eV/Å.

=====

No. 2
Entry from OMol25: a cluster of 2 separate species, C3H10OS2 in total at a distorted geometry (the ωB97M-V functional and the def2-TZVPD basis).

Results
- HOMO: -8.13 eV
- 2S+1: 1
- SMILES: CCCSS.O
- Charge: 0
- Total energy: -26990.698 eV

The geometry in XYZ format:
```
16
Properties=species:S:1:pos:R:3:forces:R:3
C 0.53420 1.07646 0.19994 0.0 -0.1 -1.2
C -0.44453 1.82410 -0.72802 0.1 -0.5 0.2
C 0.93572 -0.29173 -0.45126 -1.0 1.0 0.1
S 1.01727 -1.67450 0.69235 0.3 -0.5 0.1
S 1.03950 -3.32848 -0.65615 0.1 1.2 0.2
H 1.44392 1.67316 0.15839 0.0 0.1 0.9
H 0.07261 0.97859 1.17776 0.3 0.0 0.2
H -0.08362 1.81735 -1.75848 0.1 0.1 0.0
H -0.57511 2.85992 -0.41875 0.0 0.0 0.0
H -1.40742 1.32006 -0.71698 -0.2 0.0 0.0
H 0.15507 -0.50795 -1.18282 0.3 -0.2 -0.2
H 1.89360 -0.07595 -0.91839 0.1 -0.6 -0.3
H 1.75679 -2.58469 -1.52617 0.1 -0.5 0.0
H -1.65847 -0.91658 2.67966 0.0 0.0 -0.2
H -2.69932 -1.40489 1.66629 0.3 0.2 0.0
O -1.98020 -0.76487 1.78264 -0.4 -0.1 0.1
```
Forces are in eV/Å.

=====

No. 3
Entry from OMol25: an isolated molecule of C3H3N3O at a distorted geometry (the ωB97M-V functional and the def2-TZVPD basis).

Results
- HOMO: -10.06 eV
- 2S+1: 1
- SMILES: O=c1nccn[nH]1
- Charge: 0
- Total energy: -9675.661 eV

The geometry in XYZ format:
```
10
Properties=species:S:1:pos:R:3:forces:R:3
O 2.27387 -1.25347 -0.11115 -0.3 0.8 0.2
C 1.22885 -0.70761 0.13148 0.0 0.3 -0.1
N 1.07334 0.67978 0.46076 -0.6 0.2 -0.6
N -0.09131 1.33957 0.21975 -0.7 0.1 -0.5
C -1.09631 0.67159 -0.18723 -0.2 0.1 0.3
C -1.06825 -0.76499 -0.09440 0.1 -0.1 0.1
N 0.00878 -1.42367 0.15795 -0.2 0.3 -0.1
H 1.60484 1.46925 0.10993 2.2 -1.1 0.6
H -1.91609 1.28249 -0.53262 -0.4 -0.3 0.2
H -2.01772 -1.29295 -0.15447 0.1 -0.2 -0.1
```
Forces are in eV/Å.

=====

No. 4
Entry from OMol25: a structure of composition C71H63BrN6O7Ti at a distorted geometry (the ωB97M-V functional and the def2-TZVPD basis).

Results
- HOMO: -7.29 eV
- 2S+1: 1
- Charge: 0
- Total energy: -191082.178 eV

The geometry in XYZ format:
```
149
Properties=species:S:1:pos:R:3:forces:R:3
Ti -0.16442 -0.48440 0.72859 -1.4 0.7 -0.8
O -0.76222 -0.38150 2.36289 -0.4 0.5 1.5
C -1.20202 -1.24260 3.33819 -0.5 -1.1 1.5
C -0.10722 -2.28500 3.75989 -0.3 0.5 -0.4
C 0.61188 -2.99180 2.65619 0.1 -0.6 0.3
C 0.77308 -4.37470 2.61159 0.1 0.3 0.1
C 1.69898 -4.90520 1.72969 0.2 0.3 0.0
C 2.44218 -4.05350 0.92939 -0.1 0.1 0.1
C 2.18968 -2.68670 1.00269 0.4 -0.4 0.0
C 3.03908 -1.66240 0.29269 -0.3 0.3 -0.1
C 2.68838 -0.25030 0.83079 1.6 -0.6 0.4
O 1.43428 0.06780 0.35269 1.9 0.7 -0.6
C 3.72028 0.81600 0.43559 -0.3 0.1 -0.3
C 3.31258 1.92640 -0.29011 -0.1 -0.2 0.0
C 4.16318 2.99930 -0.49421 0.0 0.1 0.0
C 5.44968 2.96580 0.01319 0.0 0.1 0.0
C 5.88438 1.83820 0.68859 0.1 -0.1 0.1
C 5.02758 0.77500 0.90489 0.0 -0.1 -0.1
C 2.73218 -0.21250 2.36939 0.0 0.4 0.3
C 3.50028 -1.05890 3.16599 0.0 0.2 0.0
C 3.54368 -0.88200 4.53979 0.1 -0.1 -0.1
C 2.87098 0.16880 5.13719 0.0 0.1 0.2
C 2.12858 1.03220 4.35069 0.0 0.1 0.0
C 2.03898 0.82350 2.98439 0.2 -0.1 -0.1
N 1.27368 -2.19700 1.82799 -0.3 -0.4 -0.4
C -1.48582 -0.49880 4.65129 0.2 0.3 -0.3
C -1.06962 0.81180 4.81589 0.0 -0.2 -0.2
C -1.22852 1.44440 6.03789 0.0 0.1 0.0
C -1.82392 0.77950 7.09449 0.0 0.1 0.1
C -2.26032 -0.52490 6.92439 0.0 -0.1 0.0
C -2.08852 -1.16250 5.71089 0.0 0.0 0.1
C -2.52822 -1.88230 2.92819 -0.1 0.1 -0.2
C -3.58422 -1.00240 2.70349 0.0 -0.1 0.0
C -4.85172 -1.46500 2.40359 0.0 0.1 0.0
C -5.09472 -2.82690 2.36149 0.0 -0.1 0.0
C -4.05612 -3.70920 2.59309 -0.1 -0.1 0.1
C -2.77402 -3.24590 2.84739 0.1 0.2 0.0
H 0.65478 -1.69110 4.28079 0.0 -0.2 0.0
H -0.53322 -2.99340 4.47169 0.0 0.1 0.0
H 0.22228 -5.01950 3.27859 -0.1 0.0 0.2
H 1.88678 -5.96900 1.70539 0.0 -0.1 0.0
H 3.22168 -4.43370 0.28549 0.0 0.0 -0.1
H 4.10138 -1.89490 0.41489 -0.1 0.0 0.0
H 2.80728 -1.67230 -0.77741 0.1 0.1 0.1
H 2.31138 1.94570 -0.68451 -0.1 0.0 0.0
H 3.80568 3.87000 -1.02741 0.0 0.0 -0.1
H 6.11048 3.81330 -0.09981 0.0 0.0 -0.1
H 6.89058 1.79690 1.07899 0.1 0.0 0.0
H 5.37628 -0.07780 1.46679 0.0 -0.1 0.1
H 4.05908 -1.88010 2.74139 0.0 -0.1 -0.1
H 4.12378 -1.56600 5.14299 0.1 -0.1 0.0
H 2.93688 0.32040 6.20679 0.0 0.0 0.0
H 1.63218 1.87860 4.80529 -0.1 0.0 0.0
H 1.44328 1.47560 2.36229 0.1 0.0 0.1
H -0.61632 1.31740 3.97579 0.0 0.0 0.0
H -0.86142 2.45410 6.16349 0.0 0.1 0.0
H -1.95192 1.26860 8.04979 0.0 0.1 0.1
H -2.71932 -1.05620 7.74279 -0.1 0.0 0.1
H -2.42652 -2.18130 5.58939 -0.1 -0.1 0.0
H -3.38542 0.05750 2.75549 0.0 0.1 0.0
H -5.65112 -0.76300 2.21669 -0.1 0.1 0.0
H -6.08502 -3.19860 2.14269 -0.1 0.0 0.0
H -4.25192 -4.77160 2.58549 0.1 0.0 -0.1
H -1.97392 -3.95780 2.97509 0.1 -0.1 0.1
O -0.58942 -5.19670 -0.06061 0.1 0.0 0.0
C -1.90752 -4.89320 -0.19651 -0.4 -0.1 0.0
C -2.89322 -5.79600 0.18669 0.1 0.0 0.0
C -4.23052 -5.51580 -0.03041 0.0 0.0 -0.2
C -4.58942 -4.33630 -0.65681 -0.2 0.0 -0.1
C -3.61322 -3.41900 -1.00141 0.1 -0.1 0.0
C -2.27042 -3.66470 -0.75781 0.4 0.1 0.1
C -1.25442 -2.57550 -1.06581 -0.6 -0.4 -1.7
O -0.68172 -2.05550 0.04309 0.1 -0.7 0.0
N -0.24152 -3.10790 -1.99901 -0.4 -0.8 0.2
N 0.49478 -2.20760 -2.59471 0.1 0.5 -0.2
C 1.10008 -2.39630 -3.70561 -0.5 -0.7 0.3
C 1.95418 -1.35900 -4.19961 0.8 0.9 -0.3
Br 2.20508 0.08430 -2.94861 0.2 -0.2 -0.6
C 2.62398 -1.31840 -5.36231 -0.1 0.3 0.7
C 2.49408 -2.25470 -6.47581 -0.1 -0.3 -0.3
C 3.63968 -2.77180 -7.08111 0.0 0.0 0.1
C 3.54558 -3.60420 -8.17971 0.0 -0.1 -0.1
C 2.30418 -3.91260 -8.71581 0.0 -0.1 0.0
C 1.15928 -3.39680 -8.13101 -0.1 -0.1 -0.1
C 1.25128 -2.58520 -7.01531 0.1 0.1 0.1
H -0.49852 -6.06720 0.34549 -0.1 0.1 0.0
H -2.60152 -6.71960 0.67029 0.0 -0.1 0.0
H -4.98762 -6.21620 0.29089 0.0 -0.1 0.0
H -5.62502 -4.11760 -0.86891 -0.1 0.0 0.0
H -3.89112 -2.48520 -1.46861 0.0 0.1 0.0
H -1.79262 -1.77730 -1.63221 0.3 -0.4 0.4
H -0.44492 -3.99530 -2.46411 0.0 0.3 0.1
H 1.03148 -3.32280 -4.28391 0.0 0.0 0.1
H 3.34098 -0.52180 -5.50831 0.0 0.1 0.1
H 4.61018 -2.52910 -6.67281 0.1 0.1 0.0
H 4.44328 -4.01140 -8.62451 0.0 0.0 0.0
H 2.22688 -4.55370 -9.58231 0.0 0.0 -0.1
H 0.19018 -3.62350 -8.55571 0.0 0.0 0.0
H 0.35738 -2.16910 -6.57531 -0.1 0.1 0.1
C 1.51188 3.08110 -4.97411 0.1 -0.1 -0.4
O 1.29688 3.44330 -3.63121 -0.1 0.3 0.6
C 0.70858 4.64690 -3.35581 0.0 0.1 0.1
C 0.38518 5.57130 -4.34171 0.0 -0.1 -0.1
C -0.10462 6.82730 -4.02791 0.0 0.0 0.1
C -0.27872 7.18300 -2.70601 0.0 0.0 0.0
C -0.00082 6.25530 -1.71841 0.0 -0.1 0.0
C 0.46408 4.97310 -2.00531 -0.2 0.1 -0.5
N 0.73848 4.13240 -0.91011 0.4 -0.2 0.4
C 0.20208 2.88200 -0.60101 -0.3 0.6 0.4
N -0.11082 2.05170 -1.62921 0.1 0.1 -0.6
C -1.31212 1.31320 -1.55621 0.0 0.1 0.1
C -1.58512 0.48710 -0.46511 -0.7 -0.1 -0.9
C -2.89822 -0.00930 -0.41611 -0.2 0.1 0.1
C -3.83672 0.24970 -1.40121 0.0 -0.1 0.3
C -3.50142 0.99560 -2.52131 0.1 0.1 -0.2
C -2.23752 1.55330 -2.59291 0.1 -0.1 -0.1
O -1.80182 2.36060 -3.63061 0.2 -0.3 0.7
C -2.54662 2.35400 -4.82021 -0.1 0.0 -0.2
N -0.03852 2.51180 0.60339 0.2 -0.5 -0.2
C 0.07378 3.31620 1.71799 -0.1 0.5 0.1
C 1.24488 3.96810 2.11119 -0.3 -0.1 -0.1
C 1.28768 4.70380 3.28709 0.1 0.2 0.1
C 0.16298 4.79740 4.07969 0.1 0.0 0.0
C -1.01072 4.14880 3.71539 -0.2 -0.1 0.0
C -1.07002 3.40610 2.54929 0.0 0.0 -0.2
O -2.16732 2.73270 2.10019 0.5 0.2 0.0
C -3.35092 2.82110 2.84879 -0.2 0.1 0.2
H 2.07848 2.15340 -4.93511 -0.1 0.0 0.0
H 2.09528 3.83120 -5.51581 0.0 0.0 0.1
H 0.56338 2.91050 -5.49401 0.0 0.0 0.0
H 0.53178 5.32980 -5.38211 0.1 -0.1 -0.1
H -0.32032 7.52610 -4.82171 -0.1 0.0 -0.1
H -0.62912 8.16950 -2.44161 0.0 0.0 0.0
H -0.14282 6.52650 -0.68201 -0.1 0.0 0.1
H 0.85568 4.67100 -0.05631 0.1 -0.1 -0.2
H 0.12778 2.38200 -2.55731 0.0 0.0 0.2
H -3.19832 -0.63890 0.41379 0.1 0.0 -0.1
H -4.84272 -0.14620 -1.31811 0.0 0.0 0.0
H -4.23552 1.14650 -3.29831 0.0 0.1 -0.1
H -1.94662 2.89270 -5.55391 -0.1 0.0 0.0
H -3.50672 2.86800 -4.70801 0.0 0.0 0.0
H -2.71932 1.33090 -5.17161 0.0 0.1 0.0
H 2.13738 3.85510 1.50999 0.1 -0.1 -0.1
H 2.20338 5.19670 3.57999 0.1 0.0 0.0
H 0.18238 5.36190 5.00029 0.0 0.1 0.1
H -1.86432 4.22840 4.36869 -0.2 -0.1 0.0
H -4.11482 2.32840 2.24989 0.0 0.0 0.0
H -3.64372 3.86350 3.01689 0.0 0.0 0.0
H -3.26522 2.31370 3.81689 0.1 0.0 0.0
```
Forces are in eV/Å.

=====

Energy relative to the best compared isomer or geometry (same formula, charge and spin)? In order: 32.3, 57.2, 173.0, 48.9 kJ/mol.
Kohn-Sham gap? In order: 9.675, 8.643, 9.539, 7.684 eV.